DFT (ωB97M-V/def2-TZVPD) results for C4H9N in the gas phase at a distorted geometry.

```
14
Properties=species:S:1:pos:R:3:forces:R:3
N -1.0917 0.8363 0.0439 -1.07 1.85 0.04
C -0.0406 1.8605 0.2861 -1.63 0.00 2.08
C -0.7331 -0.5195 0.3249 2.72 0.84 0.40
C 1.4379 -1.7047 -0.3398 -0.91 -1.14 1.44
C 0.4587 -0.8432 -0.5447 -0.17 0.69 -0.54
H 1.4373 -2.4347 0.5195 0.00 1.00 -0.87
H -0.4567 -0.5781 1.3716 0.29 -0.62 0.55
H -1.5371 -1.1614 0.1619 -1.48 -1.04 -0.48
H 0.0250 2.1813 1.3868 0.38 -0.88 -1.16
H -1.8813 1.0372 0.6607 0.17 0.28 -0.52
H 0.8702 1.5134 -0.1103 1.27 -0.37 -0.06
H 2.2059 -1.8238 -1.0524 0.85 -0.06 -0.63
H 0.4932 -0.1429 -1.4123 0.09 -0.87 0.43
H -0.2518 2.7967 -0.1916 -0.50 0.32 -0.68
```
Positions in Å, forces in eV/Å.

**HOMO energy**: -8.77 eV
**Gap between HOMO and LUMO**: 9.959 eV
**Multiplicity**: 1
**Energy relative to the best compared isomer or geometry (same formula, charge and spin)**: 127.6 kJ/mol

List of natural (NBO) charges in e, atom by atom:
1 N -0.616
2 C -0.422
3 C -0.264
4 C -0.401
5 C -0.179
6 H 0.192
7 H 0.164
8 H 0.208
9 H 0.166
10 H 0.352
11 H 0.203
12 H 0.198
13 H 0.200
14 H 0.199